Record 1
Molecular formula: C40H63FN7O3PZn
Method: DFT, the ωB97M-V functional and the def2-TZVPD basis

XYZ file:
```
116
Properties=species:S:1:pos:R:3:forces:R:3
Zn -1.348 0.174 -1.602 0.247 -0.331 0.145
P 0.773 0.776 -2.537 -0.153 0.177 0.025
F 2.529 0.738 4.142 0.049 -0.020 -0.048
O -0.641 0.490 0.337 0.010 -0.179 0.265
O -3.036 0.904 -1.038 -0.150 0.145 -0.234
O -4.780 0.139 0.138 0.164 0.163 -0.051
N -2.559 -3.874 -0.765 -0.025 0.066 -0.123
N -2.948 0.695 3.715 -0.052 -0.082 0.154
N -3.988 -3.135 -2.588 0.075 -0.001 0.061
N 1.278 -0.731 8.700 0.104 0.152 0.021
N 1.019 0.543 6.516 -0.137 -0.060 0.044
N -1.746 -3.931 -3.059 -0.087 0.003 0.100
N -2.065 -1.786 -1.938 0.044 0.073 0.103
C -3.489 -1.783 -2.440 0.054 -0.155 -0.019
C 2.105 0.352 -1.327 0.067 -0.058 -0.078
C 1.354 0.351 -4.218 -0.159 -0.107 -0.116
C 0.426 0.602 5.237 0.110 0.044 0.087
C 4.459 -1.457 -0.668 -0.083 0.059 -0.018
C -3.939 -3.802 -1.283 0.125 0.067 -0.041
C 0.399 5.387 -2.450 -0.030 -0.067 -0.053
C 2.156 -0.182 -6.781 -0.042 -0.044 0.077
C -3.140 -3.873 -3.526 0.045 0.012 0.110
C 2.606 -0.257 8.178 -0.111 0.040 -0.100
C -3.634 0.549 0.048 -0.030 -0.124 -0.014
C 1.187 0.648 4.053 -0.004 0.058 -0.019
C 0.641 2.614 -2.436 -0.037 0.061 -0.124
C -1.569 0.656 3.842 -0.096 -0.012 -0.021
C -3.849 0.663 4.887 0.074 -0.104 -0.099
C 3.163 -1.349 0.164 0.050 0.001 -0.060
C -0.716 3.142 -2.937 0.113 0.043 0.026
C 1.376 4.822 -3.475 -0.047 -0.065 0.061
C 0.612 0.637 2.820 0.060 0.011 -0.143
C 1.814 3.406 -3.064 -0.068 0.061 0.015
C 2.485 -1.271 -5.739 -0.067 0.061 -0.013
C 1.596 -1.140 -4.489 0.048 0.104 -0.100
C -1.252 -2.580 -2.907 -0.098 -0.084 0.083
C 0.500 1.335 7.622 0.127 -0.039 -0.106
C -0.925 4.600 -2.486 0.122 -0.029 -0.007
C -0.781 0.635 2.682 -0.048 -0.099 -0.027
C -2.051 -2.524 -0.631 -0.117 -0.111 -0.145
C 2.420 0.177 6.711 -0.166 -0.017 0.078
C 0.328 0.430 8.853 0.067 0.048 -0.085
C -1.730 -4.590 -1.745 -0.077 0.133 -0.032
C 3.564 0.624 -1.801 -0.053 -0.074 0.052
C -4.150 -0.756 5.347 0.050 -0.003 -0.039
C 0.693 0.246 -6.674 0.061 -0.024 0.084
C -3.502 0.659 2.491 -0.085 0.153 0.195
C 4.363 -0.667 -1.982 -0.076 0.007 0.074
C 1.960 -1.061 -0.732 0.083 0.007 -0.092
C 0.408 0.902 -5.306 0.093 -0.061 -0.047
C -0.950 0.606 5.100 -0.104 0.021 0.155
C -1.385 0.584 1.353 -0.196 0.241 -0.130
C -2.811 0.633 1.317 0.364 -0.188 -0.077
H 2.797 0.691 -6.632 0.000 -0.001 -0.004
H 1.917 -1.821 -1.518 -0.033 0.015 -0.009
H -2.108 -5.605 -1.855 -0.016 -0.030 -0.006
H 2.916 0.561 8.822 -0.007 0.045 0.046
H -0.676 0.025 8.946 -0.030 -0.072 -0.024
H 3.001 -2.265 0.736 0.013 0.021 0.002
H -4.556 -3.247 -0.575 -0.013 0.011 0.004
H -4.105 -1.223 -1.741 -0.023 0.007 0.023
H 2.224 2.890 -3.936 -0.023 0.019 0.027
H 1.186 2.155 7.855 0.030 0.027 -0.005
H -1.539 2.531 -2.557 -0.060 0.003 -0.009
H -1.285 -2.068 -3.869 -0.008 0.023 -0.022
H -0.760 3.078 -4.026 0.008 0.000 0.041
H -1.396 4.616 -1.501 -0.008 -0.009 -0.002
H 0.054 -0.630 -6.812 0.003 0.026 0.004
H -2.669 -1.973 0.080 -0.026 0.038 0.010
H 0.854 5.322 -1.456 -0.011 0.010 -0.009
H -1.560 0.549 5.992 0.047 -0.031 -0.056
H 0.894 4.798 -4.458 0.034 0.008 0.024
H 4.061 1.239 -1.045 -0.008 0.006 -0.013
H -4.830 -0.739 6.200 0.047 0.014 -0.048
H -0.704 -4.637 -1.379 0.041 0.006 0.008
H 0.210 6.445 -2.634 0.002 -0.005 0.016
H -3.406 1.257 5.679 0.020 0.108 0.031
H 0.649 2.771 -1.351 0.006 0.037 0.033
H 2.344 -2.263 -6.174 0.008 0.022 0.019
H 0.590 0.946 9.773 0.000 -0.006 0.053
H 1.232 0.664 1.931 -0.040 -0.028 0.078
H -3.517 -4.890 -3.624 -0.021 -0.021 -0.014
H -0.222 -2.606 -2.547 0.064 0.025 0.003
H -3.237 -1.281 5.638 -0.048 0.006 -0.009
H 3.254 -0.535 0.892 -0.001 -0.031 -0.010
H 1.026 -1.122 -0.170 0.012 0.013 0.000
H -4.762 1.174 4.594 -0.048 0.024 -0.044
H 5.302 -1.087 -0.081 -0.009 -0.023 0.003
H 3.536 -1.200 -5.447 -0.010 -0.010 -0.016
H 0.885 -1.381 8.021 -0.063 -0.085 -0.077
H 4.672 -2.504 -0.893 0.001 0.022 0.013
H 5.362 -0.429 -2.349 -0.007 -0.004 -0.012
H 2.319 0.854 -4.311 0.052 0.033 0.013
H -4.626 -1.322 4.546 0.015 0.006 0.042
H -1.021 -2.554 -0.271 0.083 0.013 0.033
H -1.620 5.081 -3.175 -0.028 -0.004 0.009
H -0.633 0.715 -5.021 -0.025 0.045 0.004
H 2.621 3.481 -2.332 0.021 -0.035 -0.022
H 1.380 -1.229 9.583 0.029 -0.018 0.064
H 2.052 -1.657 -3.647 0.012 -0.008 0.032
H 2.371 -0.548 -7.785 0.021 0.001 -0.004
H 3.590 1.208 -2.720 -0.012 0.034 0.023
H -3.175 -3.393 -4.504 0.012 0.041 -0.012
H -4.331 -4.813 -1.380 -0.007 -0.030 -0.015
H -4.585 0.665 2.452 0.021 -0.051 -0.009
H 2.670 -0.646 6.048 0.007 -0.051 -0.023
H 0.527 1.985 -5.382 0.011 -0.029 0.006
H 0.439 0.943 -7.473 -0.029 -0.014 0.007
H -3.499 -1.275 -3.406 -0.004 0.013 -0.019
H -0.450 1.787 7.365 -0.061 0.025 -0.034
H 1.876 1.051 -0.518 -0.025 0.007 0.074
H 0.637 -1.623 -4.674 -0.051 -0.025 0.016
H 3.895 -1.281 -2.756 0.029 0.018 0.014
H 3.113 0.994 6.507 0.055 0.059 -0.015
H 3.330 -1.060 8.266 0.031 -0.089 0.032
H 2.256 5.458 -3.575 0.015 0.006 -0.014
```
Positions in Å, forces in eV/Å.

- Charge: +2
- LUMO: -4.9339 eV
- Strongest force on any atom: 0.438 eV Å⁻¹
- Highest occupied orbital energy: -0.46330 hartree

Record 2
Molecular formula: C4H9NO2
Method: DFT, the ωB97M-V functional and the def2-TZVPD basis

XYZ file:
```
16
Properties=species:S:1:pos:R:3:forces:R:3
O -1.068 0.424 1.360 -0.029 -0.037 0.307
O 1.262 -0.202 0.505 0.457 -0.266 -0.155
N 0.240 -1.584 -1.174 0.238 -0.102 -0.139
C 1.201 -1.140 -0.504 -0.291 -0.652 -0.520
C -1.182 -1.355 -1.240 -0.409 0.119 -0.052
C 0.908 1.161 0.242 0.002 -0.071 -0.032
C -0.174 1.507 1.259 0.094 0.300 0.019
H 0.559 1.263 -0.793 -0.020 -0.042 0.227
H -0.723 2.392 0.923 -0.028 -0.127 0.081
H 0.276 1.744 2.239 -0.053 -0.118 -0.242
H -0.487 -0.355 1.437 -0.373 0.280 0.024
H 2.157 -1.657 -0.692 -0.122 0.582 0.395
H -1.674 -2.327 -1.364 0.208 0.080 0.174
H -1.432 -0.830 -2.165 0.253 0.115 -0.043
H 1.808 1.773 0.395 -0.228 -0.070 -0.139
H -1.672 -0.815 -0.428 0.301 0.008 0.095
```
Positions in Å, forces in eV/Å.

- Charge: 0
- Energy relative to the best compared isomer or geometry (same formula, charge and spin): 262.4 kJ/mol
- LUMO: 0.9154 eV
- Strongest force on any atom: 0.883 eV Å⁻¹
- SMILES: C/N=C\OCCO
- Highest occupied orbital energy: -0.34583 hartree

Record 3
Molecular formula: C16H38KN2O7
Method: DFT, the ωB97M-V functional and the def2-TZVPD basis

XYZ file:
```
64
Properties=species:S:1:pos:R:3:forces:R:3
K -11.955 18.769 -27.685 -0.225 0.004 0.078
O -11.999 17.301 -29.951 -0.008 0.215 0.061
O -12.043 21.134 -29.436 0.343 -0.280 0.145
O -12.701 17.257 -25.501 0.056 -0.098 -0.621
O -16.656 20.046 -27.840 0.065 0.098 -0.043
O -16.663 18.458 -26.396 -0.044 -0.063 -0.123
O -9.238 18.488 -27.072 -0.051 0.424 -0.375
O -14.676 19.168 -27.204 -0.141 -0.024 -0.036
N -10.674 21.151 -26.818 0.016 -0.659 0.055
N -11.333 15.701 -27.690 -0.437 0.616 0.491
C -17.041 16.540 -25.052 -0.120 -0.272 -0.148
C -11.227 22.198 -28.973 -0.534 0.428 -0.375
C -10.138 21.728 -28.050 -0.238 0.289 0.511
C -9.676 20.565 -25.896 -0.306 0.492 -0.234
C -8.288 17.738 -27.814 -0.177 -0.122 -0.058
C -10.844 17.813 -30.576 0.466 0.508 -0.326
C -12.092 15.893 -30.035 0.207 -0.257 -0.087
C -15.994 17.475 -25.589 0.207 0.211 0.405
C -12.726 15.845 -25.673 0.106 0.579 0.000
C -11.179 15.185 -29.037 -0.178 -0.185 -0.070
C -12.874 21.536 -30.503 -0.291 0.487 0.079
C -12.699 15.553 -27.157 0.745 -0.553 -0.055
C -15.951 20.977 -28.674 -0.094 -0.113 -0.049
C -15.890 19.215 -27.149 0.202 0.140 -0.085
C -12.620 17.698 -24.181 -0.026 -0.001 0.864
C -8.657 19.664 -26.533 0.604 -0.180 0.491
H -9.905 17.390 -30.204 -0.171 -0.267 0.032
H -11.412 14.109 -29.079 0.074 0.023 -0.200
H -10.200 19.986 -25.133 -0.106 0.130 0.049
H -10.771 18.888 -30.386 -0.310 -0.038 0.069
H -9.123 21.371 -25.399 0.150 -0.158 0.137
H -13.634 15.434 -25.220 0.066 -0.062 0.091
H -9.540 22.624 -27.826 0.350 -0.172 -0.210
H -13.017 14.508 -27.305 -0.394 0.213 -0.058
H -15.210 16.994 -26.169 -0.140 -0.115 -0.171
H -10.776 22.705 -29.837 0.104 -0.085 0.065
H -16.565 15.727 -24.503 0.002 0.083 0.142
H -15.279 21.586 -28.073 0.036 0.013 -0.030
H -16.714 21.588 -29.143 -0.057 0.053 0.077
H -13.135 15.626 -29.877 -0.046 0.092 0.039
H -7.440 17.447 -27.188 0.035 0.060 -0.029
H -10.882 17.690 -31.664 -0.043 -0.158 0.066
H -12.295 22.007 -31.306 0.032 -0.218 -0.043
H -13.616 22.284 -30.176 0.131 -0.146 0.052
H -9.536 20.982 -28.564 0.128 0.027 -0.036
H -8.789 16.841 -28.173 -0.048 -0.025 0.124
H -15.395 20.450 -29.446 0.077 -0.048 0.067
H -12.649 18.787 -24.180 0.015 -0.023 -0.102
H -13.410 20.666 -30.869 0.100 -0.099 -0.078
H -11.815 15.569 -31.044 -0.088 -0.074 0.008
H -13.463 17.346 -23.567 0.044 -0.040 -0.155
H -15.487 18.002 -24.772 -0.060 -0.027 -0.089
H -11.697 17.371 -23.681 -0.026 -0.014 -0.154
H -8.053 20.215 -27.264 -0.109 -0.191 -0.211
H -7.935 18.294 -28.691 0.084 0.078 0.148
H -17.625 16.078 -25.851 0.080 0.111 -0.055
H -13.360 16.243 -27.683 -0.247 -0.156 0.028
H -7.961 19.372 -25.733 0.003 0.037 -0.099
H -11.837 15.419 -25.189 -0.169 -0.185 0.086
H -17.731 17.070 -24.398 0.018 -0.038 0.069
H -10.149 15.326 -29.361 0.109 -0.133 0.133
H -11.868 22.954 -28.491 0.090 -0.102 0.112
H -10.730 15.222 -27.033 0.295 -0.019 -0.264
H -11.161 21.871 -26.298 -0.155 -0.010 -0.107
```
Positions in Å, forces in eV/Å.

- Charge: +1
- Energy relative to the best compared isomer or geometry (same formula, charge and spin): 0.0 kJ/mol
- LUMO: -1.9449 eV
- Strongest force on any atom: 0.929 eV Å⁻¹
- Highest occupied orbital energy: -0.44074 hartree

Record 4
Molecular formula: C5H10FO5S
Method: DFT, the ωB97M-V functional and the def2-TZVPD basis

XYZ file:
```
22
Properties=species:S:1:pos:R:3:forces:R:3
S -0.782 -0.280 -2.066 0.686 2.218 -1.138
F 2.251 -0.580 -0.804 -2.131 0.423 0.401
O -2.029 0.217 -1.465 0.653 -1.015 0.034
O -0.373 0.589 -3.162 0.191 -0.840 0.616
O -0.073 -0.477 0.500 0.970 1.245 1.102
O 0.620 1.376 -0.632 -0.127 -0.006 0.812
O -0.611 -1.695 -2.279 -0.628 -0.338 -0.407
C 0.655 2.220 0.569 0.162 -1.237 -0.477
C 1.998 2.035 1.327 -1.514 2.677 0.844
C 0.353 0.090 -0.581 0.526 0.676 -2.009
C -2.053 -2.071 0.349 3.673 3.849 -0.794
C -0.425 -1.848 0.439 -2.137 -0.772 0.556
H -0.193 1.875 1.180 0.193 0.483 -0.113
H 0.482 3.244 0.143 0.221 -1.003 0.662
H 2.656 2.905 0.991 -0.544 -1.220 1.241
H -0.003 -2.264 -0.431 0.772 -0.627 -0.585
H 1.738 1.891 2.429 0.662 1.157 -1.132
H -2.383 -1.030 0.710 -0.337 -1.955 -0.531
H -2.095 -2.836 1.050 -1.364 -1.621 0.851
H -2.182 -2.205 -0.749 -0.745 -0.302 1.247
H 2.472 1.136 1.133 0.823 -1.863 -1.212
H -0.021 -2.293 1.346 -0.006 0.070 0.032
```
Positions in Å, forces in eV/Å.

- Charge: -1
- Energy relative to the best compared isomer or geometry (same formula, charge and spin): 13.2 kJ/mol
- LUMO: 3.4331 eV
- Strongest force on any atom: 5.380 eV Å⁻¹
- Highest occupied orbital energy: -0.21043 hartree

Record 5
Molecular formula: C3H10NO2
Method: DFT, the ωB97M-V functional and the def2-TZVPD basis

XYZ file:
```
16
Properties=species:S:1:pos:R:3:forces:R:3
O -1.613 1.503 0.404 -1.943 0.857 -1.887
O -2.541 -0.615 0.126 0.440 2.174 0.489
N 1.002 0.758 -1.062 1.047 -1.145 -4.541
C -1.657 0.222 0.711 1.280 -1.562 -1.441
C 0.614 -0.504 -0.485 -3.899 -1.712 0.447
C 1.363 -0.883 0.738 0.219 3.327 -1.019
H 0.551 -1.302 -1.280 0.088 1.079 0.863
H 1.212 -0.155 1.541 -0.216 -0.336 0.265
H 2.036 0.754 -1.062 -0.121 0.816 -0.374
H 0.632 0.927 -2.100 1.252 -1.052 2.465
H 0.665 1.570 -0.663 -0.850 2.168 2.110
H -2.347 -1.545 0.278 0.222 -0.087 0.324
H -1.279 0.062 1.741 -0.146 -0.293 -0.780
H -2.192 1.847 -0.393 1.329 -1.513 2.095
H 1.166 -1.848 1.004 -0.611 -2.459 0.938
H 2.388 -0.791 0.502 1.908 -0.263 0.044
```
Positions in Å, forces in eV/Å.

- Charge: +1
- Energy relative to the best compared isomer or geometry (same formula, charge and spin): 430.3 kJ/mol
- LUMO (spin up / spin down): -3.6889 / -3.6876 eV
- Strongest force on any atom: 4.799 eV Å⁻¹
- Highest occupied orbital energy (spin up / spin down): -0.41937 / -0.41943 hartree

Record 6
Molecular formula: C3H10NO2
Method: DFT, the ωB97M-V functional and the def2-TZVPD basis

XYZ file:
```
16
Properties=species:S:1:pos:R:3:forces:R:3
O 0.977 0.980 -1.902 -0.362 0.784 -0.298
O -1.283 -2.423 -0.368 -0.583 -0.026 0.471
N 0.834 -0.661 -0.009 -0.481 -0.094 -0.638
C 0.640 0.774 0.383 0.339 1.157 0.361
C 0.973 1.610 -0.870 1.471 -2.272 -0.442
C -0.784 1.127 0.813 0.475 -0.539 1.714
H 0.271 -1.348 0.504 0.135 0.057 0.290
H 0.505 -0.794 -0.977 -0.012 0.397 -0.060
H -2.113 -2.571 0.134 0.714 0.021 -0.559
H 1.823 -0.909 -0.044 -0.040 -0.085 0.332
H -0.826 2.159 1.134 0.174 0.476 -0.376
H -0.918 0.630 1.780 -0.547 -0.304 -0.246
H -1.611 0.936 0.138 0.257 -0.256 -0.306
H 1.425 2.599 -0.835 -0.566 0.561 0.375
H -1.290 -3.059 -1.095 -0.126 0.003 0.156
H 1.377 0.950 1.215 -0.849 0.121 -0.774
```
Positions in Å, forces in eV/Å.

- Charge: +1
- Energy relative to the best compared isomer or geometry (same formula, charge and spin): 96.6 kJ/mol
- LUMO: -3.4864 eV
- Strongest force on any atom: 2.742 eV Å⁻¹
- Highest occupied orbital energy: -0.54344 hartree

Number 6 is which compound? C3H10NO2